1.
The following is a quantum chemistry calculation of one molecule with the formula C4H8N2O2 in a non-equilibrium geometry, from the Open Molecules 2025 dataset.

The geometry in ORCA input format:
```
! RIJCOSX wB97M-V def2-TZVPD def2/J DEFGRID3
* xyz 0 1
O -1.65 -0.85 -0.38
O -0.87 0.25 2.90
N 0.39 1.23 -0.19
N 0.87 0.02 -0.61
C 1.59 0.16 -1.88
C -1.52 -1.00 0.99
C -0.83 0.21 1.67
C -0.20 1.30 0.90
H 2.06 -0.79 -2.21
H -2.52 -1.03 1.49
H -0.78 -0.96 -0.90
H 0.92 0.60 -2.64
H 2.31 0.96 -1.84
H -0.91 -1.83 1.27
H 1.35 -0.52 0.08
H -0.20 2.25 1.34
*
```

The highest occupied orbital energy is -9.01 eV. The value obtained for the lowest unoccupied orbital energy is -0.05 eV. Its frontier orbital gap is 8.96 eV. The largest force on an atom comes out at 2.30 eV Å⁻¹. Its SMILES is CN/N=C\C(=O)CO.

Okay, here come the natural (NBO) numbers, in e, for every atom: -0.740, -0.530, -0.187, -0.491, -0.423, -0.146, 0.472, -0.050, 0.209, 0.217, 0.495, 0.212, 0.195, 0.184, 0.373, 0.211



2.
The following is a quantum chemistry calculation of C4H8N2O2 as an isolated structure in a non-equilibrium geometry, from the Open Molecules 2025 dataset.

The geometry in ORCA input format:
```
! RIJCOSX wB97M-V def2-TZVPD def2/J DEFGRID3
* xyz 0 1
O -2.26 -1.09 0.31
O -0.78 -0.54 1.95
N 1.31 -1.22 0.83
N 0.01 1.80 0.40
C 1.12 -0.75 -0.23
C -0.83 0.74 -0.02
C -1.33 -0.23 0.81
C 1.49 -0.37 -1.58
H -0.45 2.70 0.31
H 0.29 -0.97 1.66
H -2.35 -1.81 0.95
H 2.49 -0.75 -1.81
H 0.30 1.68 1.37
H 0.77 -0.78 -2.29
H -1.27 0.85 -1.00
H 1.48 0.72 -1.66
*
```

The highest occupied orbital energy is -7.67 eV. The value obtained for the lowest unoccupied orbital energy is 0.77 eV. Its frontier orbital gap is 8.44 eV. The largest force on an atom comes out at 1.48 eV Å⁻¹.

Okay, here come the natural (NBO) numbers, in e, for every atom: -0.692, -0.728, -0.490, -0.850, 0.442, -0.219, 0.585, -0.727, 0.369, 0.461, 0.490, 0.251, 0.379, 0.254, 0.205, 0.272



3.
The following is a quantum chemistry calculation of one molecule with the formula C4H8N2O2 in a non-equilibrium geometry, from the Open Molecules 2025 dataset.

The geometry in ORCA input format:
```
! RIJCOSX wB97M-V def2-TZVPD def2/J DEFGRID3
* xyz 0 1
O 1.32 -1.61 -2.48
O -1.22 1.57 1.33
N 0.31 -0.78 -0.28
N 0.44 -0.48 -2.64
C 0.12 -0.06 0.97
C 0.24 1.45 1.09
C 0.02 -0.16 -1.41
C -1.31 0.12 1.37
H -1.56 -0.29 2.36
H 0.58 1.98 0.22
H -2.12 -0.34 0.78
H 1.73 -1.57 -3.36
H 0.79 -0.54 1.71
H 0.79 1.74 1.95
H -0.71 0.68 -1.47
H 0.58 -1.70 -0.15
*
```

The highest occupied orbital energy is -8.45 eV. The value obtained for the lowest unoccupied orbital energy is 0.84 eV. Its frontier orbital gap is 9.29 eV. The largest force on an atom comes out at 5.46 eV Å⁻¹. Its SMILES is O/N=C\NC1COC1.

Okay, here come the natural (NBO) numbers, in e, for every atom: -0.626, -0.525, -0.608, -0.216, -0.094, -0.070, 0.187, -0.083, 0.172, 0.192, 0.188, 0.477, 0.206, 0.185, 0.200, 0.416



4.
The following is a quantum chemistry calculation of one molecule with the formula C4H8N2O2S in a non-equilibrium geometry, from the Open Molecules 2025 dataset.

The geometry in ORCA input format:
```
! RIJCOSX wB97M-V def2-TZVPD def2/J DEFGRID3
* xyz 0 1
S -1.94 -0.62 -0.16
O 2.20 -1.02 0.30
O 1.88 0.56 -1.34
N 0.20 -2.43 0.22
N -0.33 1.46 0.63
C -0.44 -1.56 -0.47
C 1.67 0.06 -0.12
C -1.16 1.09 -0.44
C 0.74 0.51 0.84
H -2.07 1.72 -0.50
H 1.23 -2.12 0.28
H -0.81 1.71 1.48
H -0.48 1.06 -1.37
H -0.18 -1.30 -1.41
H 1.75 1.46 -1.24
H 0.84 0.04 1.85
H -0.39 -2.59 1.02
*
```

The highest occupied orbital energy (spin up / spin down) is -7.33 / -7.33 eV. The value obtained for the lowest unoccupied orbital energy (spin up / spin down) is 0.12 / 0.11 eV. Its frontier orbital gap (spin up / spin down) is 7.45 / 7.44 eV. The largest force on an atom comes out at 4.15 eV Å⁻¹.

Okay, here come the natural (NBO) numbers, in e, for every atom: 0.124, -0.728, -0.673, -0.728, -0.618, 0.040, 0.597, -0.295, -0.250, 0.225, 0.453, 0.385, 0.213, 0.173, 0.480, 0.221, 0.380



5.
The following is a quantum chemistry calculation of one molecule with the formula C4H8N2O3 in a non-equilibrium geometry, from the Open Molecules 2025 dataset.

The geometry in ORCA input format:
```
! RIJCOSX wB97M-V def2-TZVPD def2/J DEFGRID3
* xyz 0 1
O 2.60 -1.46 0.85
O 3.23 0.55 0.07
O 0.08 -1.53 0.05
N 0.52 -0.19 0.12
N 0.59 1.63 -1.45
C -1.70 0.44 -0.67
C -2.35 0.24 0.67
C 0.17 0.63 -0.83
C 2.34 -0.21 0.33
H -3.44 0.31 0.57
H -1.96 1.39 -1.13
H 0.79 -1.98 0.56
H 3.54 -1.43 1.15
H 1.60 1.76 -1.38
H -2.14 -0.76 1.07
H -1.86 -0.38 -1.36
H -2.03 0.99 1.39
*
```

The highest occupied orbital energy is -8.97 eV. The value obtained for the lowest unoccupied orbital energy is 0.11 eV. Its frontier orbital gap is 9.08 eV. The largest force on an atom comes out at 7.40 eV Å⁻¹. Its SMILES is [H]/N=C(/CC)N(O)C(=O)O.

Okay, here come the natural (NBO) numbers, in e, for every atom: -0.729, -0.564, -0.541, -0.196, -0.673, -0.404, -0.639, 0.453, 0.855, 0.220, 0.214, 0.497, 0.516, 0.359, 0.216, 0.205, 0.212



6.
The following is a quantum chemistry calculation of one molecule with the formula C4H8N2O3 in a non-equilibrium geometry, from the Open Molecules 2025 dataset.

The geometry in ORCA input format:
```
! RIJCOSX wB97M-V def2-TZVPD def2/J DEFGRID3
* xyz 0 1
O -0.18 -2.48 0.44
O 0.16 1.54 0.65
O -1.34 -1.97 -1.41
N -1.78 1.37 -0.55
N -0.45 -1.79 -0.55
C 1.08 0.62 1.21
C 0.19 -0.54 -0.69
C -0.89 0.72 0.21
C 1.49 -0.30 0.03
H 2.01 1.03 1.61
H -1.35 0.01 0.91
H 2.34 0.21 -0.56
H -1.51 2.40 -0.78
H 0.05 -0.28 -1.75
H -2.35 0.71 -1.17
H 0.61 0.01 2.00
H 1.91 -1.24 0.39
*
```

The highest occupied orbital energy is -9.05 eV. The value obtained for the lowest unoccupied orbital energy is 0.18 eV. Its frontier orbital gap is 9.23 eV. The largest force on an atom comes out at 3.76 eV Å⁻¹. Its SMILES is N[C@@H]1OCC[C@H]1[N+](=O)[O-].

Okay, here come the natural (NBO) numbers, in e, for every atom: -0.409, -0.503, -0.429, -0.867, 0.495, -0.079, -0.194, 0.355, -0.463, 0.204, 0.160, 0.224, 0.419, 0.234, 0.423, 0.181, 0.247



7.
The following is a quantum chemistry calculation of a 2-piece molecular cluster, C4H8N2O3S overall in a non-equilibrium geometry, from the Open Molecules 2025 dataset.

The geometry in ORCA input format:
```
! RIJCOSX wB97M-V def2-TZVPD def2/J DEFGRID3
* xyz 0 1
S -0.62 -1.80 1.42
O 0.79 -1.82 1.82
O -0.47 0.42 -1.67
O -0.94 -2.78 0.13
N -0.80 -1.57 -2.57
N 0.32 1.28 0.64
C 1.72 1.13 1.07
C -0.46 2.02 1.25
C -0.72 -1.40 -0.22
C -0.77 -0.86 -1.41
H 2.39 1.60 0.32
H -0.37 2.80 1.98
H -1.35 -2.39 -2.67
H -1.51 1.86 0.93
H 1.83 1.68 2.11
H 1.84 -0.06 1.27
H -0.84 -1.04 -3.47
H -0.03 0.93 -0.92
*
```

The highest occupied orbital energy is -7.94 eV. The value obtained for the lowest unoccupied orbital energy is 0.64 eV. Its frontier orbital gap is 8.58 eV. The largest force on an atom comes out at 3.42 eV Å⁻¹.

Okay, here come the natural (NBO) numbers, in e, for every atom: 1.508, -0.921, -0.713, -0.643, -0.810, -0.457, -0.477, -0.015, -0.256, 0.476, 0.216, 0.170, 0.389, 0.167, 0.175, 0.279, 0.401, 0.511



8.
The following is a quantum chemistry calculation of one molecule with the formula C4H8N2OS in a non-equilibrium geometry, from the Open Molecules 2025 dataset.

The geometry in ORCA input format:
```
! RIJCOSX wB97M-V def2-TZVPD def2/J DEFGRID3
* xyz 0 1
S -1.20 2.60 -0.16
O -0.13 -1.65 -1.26
N -1.30 -1.04 -1.69
N -0.48 0.21 1.00
C -1.88 -0.09 -0.93
C 0.37 0.95 1.96
C -1.11 0.75 0.14
C 1.06 -1.01 -1.68
H 1.13 0.02 -1.54
H -0.25 1.65 2.58
H -2.84 0.26 -1.41
H 1.10 1.50 1.33
H 0.80 0.11 2.51
H -1.74 -1.49 -2.54
H 1.39 -1.21 -2.83
H 1.88 -1.50 -1.20
*
```

The highest occupied orbital energy (spin up / spin down) is -7.50 / -7.50 eV. The value obtained for the lowest unoccupied orbital energy (spin up / spin down) is -1.07 / -1.07 eV. Its frontier orbital gap (spin up / spin down) is 6.43 / 6.43 eV. The largest force on an atom comes out at 6.38 eV Å⁻¹.

Okay, here come the natural (NBO) numbers, in e, for every atom: -0.468, -0.334, -0.213, -0.468, 0.222, -0.447, 0.091, -0.267, 0.207, 0.222, 0.241, 0.214, 0.201, 0.419, 0.163, 0.217